Record 1
The following is a quantum chemistry calculation of a single C6H14O molecule, from OMol25.

Geometry (Å):
C1 2.273 -1.362 -0.134
O1 1.338 -0.789 -1.020
C2 0.812 0.469 -0.651
C3 -0.579 0.362 0.004
C4 -1.070 1.759 0.396
C5 -1.552 -0.258 -1.005
C6 -0.515 -0.514 1.259
H1 1.816 -1.634 0.822
H2 3.132 -0.703 0.062
H3 2.634 -2.268 -0.622
H4 0.716 1.053 -1.577
H5 1.519 1.010 -0.004
H6 -0.393 2.234 1.117
H7 -2.059 1.680 0.864
H8 -1.160 2.423 -0.474
H9 -1.152 -1.195 -1.403
H10 -1.734 0.424 -1.846
H11 -2.515 -0.466 -0.525
H12 0.056 -1.426 1.071
H13 -1.518 -0.820 1.571
H14 -0.049 0.020 2.097

Cartesian forces, eV/Å:
0.15 -0.07 -0.04
0.08 -0.05 -0.11
-0.16 0.26 0.06
0.03 0.05 0.01
0.00 0.05 -0.01
-0.03 -0.03 -0.05
0.02 -0.11 0.07
0.26 0.00 -0.05
-0.17 0.01 -0.10
0.02 0.05 0.09
0.01 -0.08 0.13
-0.11 -0.11 0.05
-0.10 -0.08 -0.10
0.15 0.07 -0.07
0.02 -0.14 0.11
-0.07 0.10 0.07
0.07 -0.11 0.10
0.11 0.04 -0.09
-0.34 0.11 0.05
0.05 0.13 0.01
0.01 -0.09 -0.13

The value obtained for the calculated total energy is -8496.1468 eV. As for the energy relative to the best compared isomer or geometry (same formula, charge and spin): 71.9 kJ/mol. Its gap between HOMO and LUMO is 10.53 eV. Its HOMO energy is -9.61 eV.

Record 2
The following is a quantum chemistry calculation of 2 unconnected molecules or ions with the total composition C4H14N2O at a distorted geometry, from OMol25.

Geometry (Å):
C1 -1.637 -0.326 -0.731
C2 -0.500 0.375 0.005
C3 0.533 1.021 -0.905
C4 2.456 0.041 0.385
N1 1.883 1.159 -0.339
N2 -1.186 -1.695 -1.141
H1 -2.463 -0.583 -0.071
H2 -1.897 0.251 -1.622
H3 -0.191 -0.344 0.755
H4 -1.018 1.148 0.588
H5 0.602 0.442 -1.816
H6 0.259 2.049 -1.134
H7 2.713 0.301 1.413
H8 3.360 -0.282 -0.137
H9 1.796 -0.815 0.424
H10 1.979 2.071 0.067
H11 -0.203 -1.687 -1.391
H12 -1.695 -1.983 -1.968
H13 -1.801 0.381 2.603
H14 -1.301 -0.994 2.136
O1 -1.689 -0.530 2.877

Cartesian forces, eV/Å:
0.99 -1.48 -0.67
-2.03 0.53 0.48
1.13 -0.27 0.90
0.57 0.44 -0.25
-0.76 -0.01 -0.47
0.16 0.42 -0.02
-0.35 0.90 -0.05
-0.51 0.18 0.25
0.95 0.00 -0.15
0.35 0.22 0.06
-0.04 -0.10 -0.53
-0.43 -0.17 -0.35
0.03 -0.04 0.02
0.12 -0.14 0.21
-0.29 -0.14 -0.02
0.25 -0.12 0.48
-0.04 0.02 -0.12
0.04 -0.14 0.02
0.05 0.10 -0.16
0.02 -0.07 -0.21
-0.20 -0.15 0.56

The value obtained for the calculated total energy is -9401.7936 eV. As for the energy relative to the best compared isomer or geometry (same formula, charge and spin): 175.0 kJ/mol. Its gap between HOMO and LUMO is 9.49 eV. Its HOMO energy is -8.62 eV.

Record 3
The following is a quantum chemistry calculation of a single C5H10N2 molecule at a distorted geometry, from OMol25.

Geometry (Å):
C1 -1.075 -1.305 1.119
C2 0.563 1.858 -0.506
C3 -0.752 -0.304 0.027
C4 0.424 0.440 -0.035
N1 -1.892 0.172 -0.601
C5 1.576 -0.430 -0.002
N2 2.800 -0.220 -0.317
H1 -1.732 0.720 -1.439
H2 -2.670 -0.477 -0.660
H3 3.412 -0.947 0.061
H4 1.063 -1.499 0.064
H5 -0.238 -1.473 1.797
H6 -1.915 -0.946 1.726
H7 -1.356 -2.265 0.676
H8 0.384 1.945 -1.583
H9 -0.165 2.502 -0.002
H10 1.575 2.229 -0.323

Cartesian forces, eV/Å:
0.49 -0.77 -0.58
-0.50 -0.07 -0.20
-0.57 2.21 0.70
0.23 -0.78 -0.79
0.25 -0.17 -0.02
-1.10 -2.29 -0.05
-0.35 0.79 1.27
-0.14 -0.18 0.21
0.18 0.34 0.06
-0.33 -0.30 -0.87
1.91 1.18 0.72
-0.07 0.07 -0.23
0.12 0.13 -0.32
-0.13 -0.07 0.19
0.05 0.09 -0.07
0.12 0.00 -0.07
-0.16 -0.20 0.04

The value obtained for the calculated total energy is -8325.7174 eV. As for the energy relative to the best compared isomer or geometry (same formula, charge and spin): 155.9 kJ/mol. Its gap between HOMO and LUMO is 8.52 eV. Its HOMO energy is -7.74 eV.

Record 4
The following is a quantum chemistry calculation of a single C4H7NO2 molecule, from OMol25.

Geometry (Å):
C1 0.374 1.374 0.655
C2 0.299 0.171 -0.291
C3 1.655 -0.522 -0.387
O1 2.698 0.083 -0.370
C4 -0.736 -0.835 0.190
O2 -0.498 -1.576 1.128
N1 -1.919 -0.846 -0.480
H1 0.551 1.031 1.679
H2 1.202 2.022 0.356
H3 -0.559 1.944 0.632
H4 0.059 0.524 -1.306
H5 1.636 -1.623 -0.499
H6 -2.105 -0.235 -1.256
H7 -2.640 -1.484 -0.177

Cartesian forces, eV/Å:
-0.04 0.06 0.07
0.04 0.02 0.00
0.36 0.17 -0.06
-0.44 -0.25 0.01
0.06 -0.11 0.11
-0.10 0.24 -0.30
-0.06 -0.05 0.03
-0.02 0.05 -0.15
-0.13 -0.09 0.05
0.13 -0.06 0.01
0.04 -0.09 0.12
-0.01 0.11 0.02
0.06 -0.07 0.12
0.11 0.09 -0.01

The value obtained for the calculated total energy is -9846.8106 eV. As for the energy relative to the best compared isomer or geometry (same formula, charge and spin): 45.3 kJ/mol. Its gap between HOMO and LUMO is 10.61 eV. Its HOMO energy is -9.96 eV.

Record 5
The following is a quantum chemistry calculation of a single C3H3ClS2 molecule at a distorted geometry, from OMol25.

Geometry (Å):
C1 -0.923 -0.146 0.134
C2 0.132 -1.022 0.682
C3 1.423 -1.034 0.458
H1 0.678 1.440 0.404
H2 -0.207 -1.834 1.371
H3 1.983 -1.863 0.886
S1 -0.630 1.583 0.259
S2 -2.369 -0.665 -0.423
Cl1 2.455 0.046 -0.452

Cartesian forces, eV/Å:
-0.58 0.59 0.13
-1.25 -0.62 0.41
1.50 -0.53 0.07
0.43 0.32 0.24
0.07 0.69 -0.89
0.14 0.40 -0.08
-0.37 -0.37 -0.30
0.65 -0.10 0.28
-0.59 -0.38 0.13

The value obtained for the calculated total energy is -37351.2240 eV. As for the energy relative to the best compared isomer or geometry (same formula, charge and spin): 48.5 kJ/mol. Its gap between HOMO and LUMO is 8.22 eV. Its HOMO energy is -9.00 eV.

Record 6
The following is a quantum chemistry calculation of a single C6H4N2S molecule at a distorted geometry, from OMol25.

Geometry (Å):
C1 2.799 -1.590 0.037
C2 1.255 1.551 0.189
C3 0.189 0.669 0.028
C4 0.378 -1.894 -0.158
C5 1.672 -2.084 0.107
C6 2.637 1.496 -0.019
N1 3.943 -1.139 0.038
N2 -0.155 -0.631 -0.221
S1 3.931 0.647 -0.051
H1 0.807 2.544 0.397
H2 -0.780 1.362 0.157
H3 -0.252 -2.666 -0.285
H4 -1.153 -0.519 -0.574

Cartesian forces, eV/Å:
3.17 0.88 0.58
-0.84 -0.39 -0.33
-1.28 2.61 0.85
3.17 2.73 0.66
-3.12 -1.00 -0.43
-0.30 -0.41 0.62
-0.33 -0.06 -0.15
-3.00 1.30 -1.14
0.79 0.58 -0.39
0.74 -0.52 -0.16
1.82 -2.18 -0.53
-2.53 -2.31 -0.46
1.72 -1.23 0.87

The value obtained for the calculated total energy is -20096.0935 eV. As for the energy relative to the best compared isomer or geometry (same formula, charge and spin): 477.6 kJ/mol. Its gap between HOMO and LUMO is 7.68 eV. Its HOMO energy is -8.03 eV.

Record 7
The following is a quantum chemistry calculation of 2 unconnected molecules or ions with the total composition C3H5BrS at a distorted geometry, from OMol25.

Geometry (Å):
C1 -1.368 -1.013 0.040
C2 -1.325 0.052 -0.989
C3 -1.106 0.395 -2.222
S1 -1.654 0.759 0.561
Br1 1.540 -0.957 2.578
H1 -2.356 -1.556 0.207
H2 -0.638 -1.411 0.623
H3 -1.057 -0.443 -2.905
H4 1.751 -0.531 3.903
H5 -1.262 1.380 -2.546

Cartesian forces, eV/Å:
-4.52 1.20 -0.66
0.48 -0.53 2.23
-0.51 -1.71 -0.63
-0.03 0.22 0.01
0.01 -0.09 -0.28
1.41 0.52 -0.73
2.64 -1.12 0.70
0.43 0.29 -0.43
0.02 0.09 0.29
0.08 1.11 -0.50

The value obtained for the calculated total energy is -84067.6473 eV. As for the energy relative to the best compared isomer or geometry (same formula, charge and spin): 157.3 kJ/mol. Its gap between HOMO and LUMO is 9.16 eV. Its HOMO energy is -8.55 eV.

Record 8
The following is a quantum chemistry calculation of a gas-phase ion, C7H15N2O2 (charge +1) at a distorted geometry, from OMol25.

Geometry (Å):
C1 -0.865 -0.997 1.112
C2 0.940 0.885 0.344
C3 -1.255 -0.123 -0.162
C4 1.436 -0.544 0.637
C5 1.845 1.954 -0.277
C6 -1.581 -1.184 -1.206
C7 -2.646 0.500 0.070
N1 -0.196 0.782 -0.492
N2 0.516 -1.407 0.974
O1 3.529 -0.066 0.092
O2 2.644 -0.984 0.598
H1 -0.920 -0.468 2.096
H2 -1.302 -1.921 1.047
H3 0.729 1.210 1.353
H4 1.397 2.899 0.000
H5 1.851 1.853 -1.366
H6 2.873 1.919 0.066
H7 -0.585 -1.750 -1.250
H8 -1.953 -0.756 -2.149
H9 -2.308 -1.826 -0.821
H10 -2.849 1.205 0.871
H11 -3.369 -0.214 0.292
H12 -2.989 0.952 -0.822
H13 0.030 0.802 -1.450
H14 0.950 -2.417 1.112
H15 4.078 -0.305 -0.671

Cartesian forces, eV/Å:
1.46 2.60 0.08
1.21 -0.34 -0.16
-2.34 -1.06 1.72
-1.48 1.24 -0.53
0.30 -0.23 0.11
3.43 0.39 -0.81
0.90 1.30 0.95
-1.25 0.06 0.73
3.97 -1.98 -0.08
1.18 2.75 0.81
1.03 -2.43 -0.56
-0.60 -0.48 -0.82
-2.21 -1.75 0.49
-0.62 0.38 0.46
-0.07 0.27 -0.18
0.02 0.06 0.13
-0.30 0.27 0.13
-1.49 0.31 -1.03
0.58 -0.27 0.17
-1.19 -1.04 0.48
0.92 0.49 0.20
-1.07 -1.90 0.22
-0.15 0.65 -1.08
0.31 0.00 -1.13
-1.84 2.46 -0.17
-0.70 -1.76 -0.12

The value obtained for the calculated total energy is -14566.6886 eV. As for the energy relative to the best compared isomer or geometry (same formula, charge and spin): 430.3 kJ/mol. Its gap between HOMO and LUMO is 9.68 eV. Its HOMO energy is -13.11 eV. The net charge is +1.

Record 9
The following is a quantum chemistry calculation of a molecular structure, C32H34N4O5S2Ti, from OMol25.

Geometry (Å):
Ti1 -0.926 0.223 -0.014
O1 4.076 -3.949 3.985
N1 3.340 -3.020 4.177
O2 3.236 -2.359 5.189
C1 2.426 -2.655 3.060
C2 2.091 -3.642 2.207
C3 1.169 -3.396 1.136
C4 0.753 -4.386 0.224
C5 -0.147 -4.053 -0.763
C6 -0.622 -2.748 -0.844
N2 -0.241 -1.783 0.002
C7 0.646 -2.116 0.988
C8 1.025 -1.075 1.886
N3 0.460 0.133 1.636
C9 0.772 1.156 2.425
C10 1.661 1.023 3.489
C11 2.239 -0.198 3.751
C12 1.915 -1.310 2.938
H1 2.521 -4.627 2.341
H2 1.138 -5.396 0.305
H3 -0.493 -4.788 -1.477
H4 -1.333 -2.477 -1.610
H5 0.311 2.112 2.206
H6 1.889 1.883 4.103
H7 2.928 -0.312 4.575
O3 -0.009 1.677 -0.584
S1 0.878 2.894 -1.154
C13 1.578 2.170 -2.672
C14 0.693 1.113 -3.316
C15 -0.702 1.583 -3.739
C16 -1.551 0.414 -4.239
S2 -2.541 -0.462 -2.983
O4 -1.815 -0.057 -1.603
C17 -4.086 0.323 -2.985
C18 -5.173 -0.553 -2.909
C19 -6.456 -0.035 -3.008
C20 -6.634 1.330 -3.183
C21 -5.539 2.198 -3.255
C22 -4.256 1.703 -3.161
C23 2.245 3.092 -0.101
C24 3.255 2.129 0.033
C25 4.336 2.426 0.836
C26 4.410 3.663 1.484
C27 3.402 4.606 1.348
C28 2.299 4.325 0.552
H8 2.559 1.775 -2.420
H9 1.717 3.046 -3.312
H10 0.623 0.242 -2.658
H11 1.238 0.769 -4.198
H12 -0.618 2.302 -4.555
H13 -1.206 2.099 -2.919
H14 -0.927 -0.369 -4.675
H15 -2.284 0.704 -4.992
H16 -5.018 -1.621 -2.811
H17 -7.309 -0.698 -2.975
H18 -7.634 1.731 -3.284
H19 -5.701 3.256 -3.411
H20 -3.409 2.372 -3.250
H21 3.205 1.181 -0.488
H22 5.143 1.713 0.944
H23 5.278 3.894 2.089
H24 3.478 5.565 1.842
H25 1.517 5.063 0.416
C29 -3.346 -0.845 3.317
N4 -3.808 0.459 2.819
C30 -4.938 1.056 3.569
C31 -3.313 1.055 1.788
C32 -3.828 2.363 1.298
O5 -2.318 0.486 1.126
H26 -4.194 -1.528 3.329
H27 -2.984 -0.718 4.336
H28 -2.559 -1.243 2.687
H29 -5.037 0.521 4.508
H30 -5.860 0.950 2.999
H31 -4.747 2.106 3.779
H32 -4.903 2.303 1.120
H33 -3.327 2.642 0.375
H34 -3.668 3.143 2.045

Cartesian forces, eV/Å:
-0.04 -0.08 -0.18
0.00 -0.01 -0.01
0.01 0.02 0.02
-0.01 0.01 -0.01
0.00 0.03 0.00
-0.02 -0.01 -0.02
0.02 0.00 0.02
0.00 -0.01 0.00
-0.01 0.02 -0.01
0.02 -0.02 0.02
-0.01 0.06 -0.01
-0.03 0.01 -0.02
0.00 -0.03 -0.02
-0.02 -0.02 -0.02
0.00 0.04 -0.01
0.01 0.00 0.00
0.00 -0.02 -0.02
0.02 -0.02 0.02
0.00 0.00 0.00
0.00 0.00 0.00
0.00 0.00 0.00
-0.01 -0.01 0.00
0.00 -0.01 -0.01
0.00 0.00 0.00
0.00 -0.01 0.01
0.19 -0.05 0.23
-0.09 0.11 -0.10
-0.01 -0.04 0.05
0.00 0.00 -0.07
0.05 0.00 0.09
0.06 -0.05 0.01
0.05 0.01 0.01
0.00 0.01 0.05
-0.05 0.02 0.00
0.01 0.00 0.00
-0.01 0.00 -0.01
0.02 0.01 0.00
-0.03 0.00 0.00
0.02 -0.02 0.01
-0.05 -0.09 -0.06
-0.03 0.05 0.02
0.01 -0.01 0.00
0.01 -0.01 0.00
-0.06 0.02 0.00
0.06 0.03 0.03
-0.01 -0.01 -0.05
0.00 0.01 0.01
0.02 0.02 0.02
-0.01 0.00 0.00
0.00 -0.01 -0.01
-0.02 0.02 -0.03
-0.01 0.01 -0.03
-0.04 0.01 0.02
0.00 0.00 0.00
0.00 0.00 0.00
0.00 0.00 0.00
0.00 0.00 0.00
-0.01 0.00 -0.01
0.02 0.00 0.02
0.00 0.00 0.00
0.00 0.00 0.00
0.01 0.00 0.00
0.00 0.00 0.00
0.01 -0.03 0.02
0.01 -0.03 0.00
-0.04 0.04 0.03
-0.02 -0.01 -0.02
-0.02 0.00 -0.02
0.02 0.07 0.06
0.00 0.00 -0.01
0.00 0.01 0.00
-0.01 0.01 -0.01
0.01 0.00 0.00
0.01 -0.01 -0.01
0.01 -0.01 -0.01
0.00 0.01 0.00
0.00 0.00 0.00
0.01 0.00 0.00

The value obtained for the calculated total energy is -94682.0060 eV. As for the energy relative to the best compared isomer or geometry (same formula, charge and spin): 21.9 kJ/mol. Its gap between HOMO and LUMO is 7.12 eV. Its HOMO energy is -19.67 eV. The net charge is +4.

Question: Which formula does entry 7 have?
Answer: C3H5BrS

Question: Look up the calculated total energy of the second one.
Answer: -9401.7936 eV

Question: What is the energy relative to the best compared isomer or geometry (same formula, charge and spin) in the eighth record?
Answer: 430.3 kJ/mol